1.
{"formula": "C21H33AlBeCl9F4MgNO7V", "method": "the ωB97M-V functional and the def2-TZVPD basis", "e_homo_ev": -9.2, "charge": 1, "energy_ev": -199812.4668, "symbols": ["C", "C", "C", "C", "C", "O", "C", "O", "C", "C", "C", "C", "C", "C", "C", "O", "C", "H", "H", "H", "H", "H", "H", "H", "H", "H", "H", "H", "H", "H", "H", "H", "H", "H", "H", "H", "H", "H", "H", "F", "Al", "F", "F", "F", "Be", "O", "H", "C", "O", "H", "H", "H", "C", "Cl", "Cl", "Cl", "Cl", "C", "Cl", "Cl", "Cl", "Cl", "O", "V", "O", "C", "C", "C", "C", "N", "H", "H", "H", "H", "H", "H", "H", "Cl", "Mg"], "coordinates": [[-3.525, 2.474, 0.305], [-4.261, 2.567, -0.654], [-4.912, 2.316, -2.031], [-3.873, 2.336, -3.212], [-2.659, 3.334, -3.103], [-1.432, 2.542, -3.002], [-1.617, 1.185, -3.178], [-0.737, 0.413, -3.056], [-3.111, 0.990, -3.557], [-3.810, -0.375, -3.254], [-3.748, -0.724, -1.713], [-3.016, -2.066, -1.379], [-1.520, -1.901, -0.958], [-1.268, -0.833, 0.156], [0.298, -0.637, 0.295], [0.567, 0.670, 0.731], [1.665, 1.230, -0.001], [-2.969, 2.280, 1.237], [-5.490, 1.358, -1.984], [-5.649, 3.143, -2.193], [-4.436, 2.501, -4.161], [-2.582, 3.837, -4.095], [-2.577, 3.974, -2.203], [-3.131, 1.012, -4.684], [-3.344, -1.165, -3.882], [-4.883, -0.276, -3.563], [-3.376, 0.165, -1.157], [-4.817, -0.859, -1.393], [-3.033, -2.697, -2.306], [-3.582, -2.650, -0.611], [-0.821, -1.711, -1.806], [-1.202, -2.892, -0.532], [-1.660, 0.180, -0.081], [-1.660, -1.190, 1.143], [0.805, -0.730, -0.696], [0.736, -1.313, 1.077], [2.624, 0.651, 0.261], [1.826, 2.271, 0.364], [1.497, 1.214, -1.103], [1.761, 3.489, 3.906], [1.651, 1.776, 4.079], [1.446, 1.039, 2.489], [0.279, 1.371, 5.062], [3.094, 1.164, 4.807], [2.066, -0.643, 1.509], [1.751, -1.913, 6.197], [1.563, -0.972, 6.087], [4.836, -2.685, 2.749], [3.500, -2.821, 2.599], [5.451, -2.660, 1.829], [5.187, -1.784, 3.274], [5.341, -3.479, 3.327], [-6.712, 3.550, -6.371], [-8.395, 3.128, -6.712], [-6.162, 4.771, -7.524], [-6.590, 4.198, -4.723], [-5.698, 2.098, -6.521], [-2.925, -1.151, 4.195], [-3.427, -1.018, 2.494], [-1.701, 0.072, 4.546], [-4.337, -0.898, 5.240], [-2.255, -2.764, 4.487], [-6.769, -1.167, 2.090], [-7.575, -2.111, 3.256], [-8.410, -3.058, 4.387], [10.424, -2.163, 1.120], [9.131, -2.166, 0.312], [8.028, -1.322, 0.956], [7.705, -1.854, 2.300], [7.459, -2.260, 3.324], [10.284, -2.599, 2.111], [11.193, -2.752, 0.611], [10.801, -1.141, 1.248], [8.791, -3.197, 0.197], [9.334, -1.781, -0.692], [7.128, -1.345, 0.339], [8.346, -0.282, 1.052], [-3.111, 5.011, -0.054], [12.204, -0.303, 0.395]], "lowdin_charge": [0.03, -0.11, -0.10, -0.22, -0.09, 0.00, -0.43, 0.14, -0.17, -0.12, -0.18, -0.17, -0.19, -0.14, -0.20, -0.25, -0.02, 0.09, 0.13, 0.10, 0.05, 0.14, 0.04, 0.15, 0.12, 0.12, 0.07, 0.12, 0.12, 0.11, 0.10, 0.13, 0.11, 0.03, 0.14, 0.11, 0.10, 0.14, 0.13, -0.18, -0.01, -0.14, -0.29, -0.18, 0.82, 0.01, -0.03, -0.37, -0.22, 0.05, 0.06, 0.09, -2.02, 0.54, 0.54, 0.55, 0.53, -1.99, 0.56, 0.64, 0.54, 0.55, -0.60, 1.15, -0.54, -0.20, -0.25, -0.16, -0.23, 0.19, 0.10, 0.07, -0.15, 0.13, 0.10, 0.12, 0.12, 0.21, 0.76]}

=====

2.
{"formula": "C24H16BrN4O9Sn", "method": "the ωB97M-V functional and the def2-TZVPD basis", "e_homo_ev": [-11.7, -11.4], "charge": 1, "energy_ev": -125397.0501, "e_above_lowest_kcal_mol": 30.5, "symbols": ["Sn", "Br", "C", "C", "C", "C", "O", "C", "C", "N", "C", "C", "C", "C", "C", "C", "C", "C", "N", "C", "C", "H", "H", "H", "H", "H", "H", "H", "H", "H", "H", "O", "C", "O", "C", "C", "C", "C", "C", "C", "O", "N", "O", "O", "N", "O", "O", "H", "H", "C", "O", "H", "H", "H", "H"], "coordinates": [[-0.205, -1.418, 0.058], [-3.999, -1.586, 6.730], [-3.286, -2.011, 5.067], [-2.727, -3.288, 4.858], [-2.177, -3.583, 3.649], [-2.143, -2.617, 2.572], [-1.622, -2.927, 1.481], [-2.757, -1.312, 2.813], [-2.870, -0.249, 1.815], [-2.146, -0.088, 0.780], [-2.374, 1.024, -0.075], [-2.861, 2.234, 0.342], [-3.063, 3.285, -0.574], [-2.763, 3.121, -1.894], [-2.224, 1.896, -2.352], [-1.867, 1.666, -3.699], [-1.335, 0.464, -4.066], [-1.125, -0.509, -3.074], [-1.454, -0.333, -1.815], [-2.013, 0.849, -1.437], [-3.318, -1.057, 4.043], [-2.749, -4.019, 5.654], [-1.747, -4.553, 3.441], [-3.679, 0.456, 2.014], [-3.063, 2.410, 1.390], [-3.453, 4.228, -0.216], [-2.915, 3.926, -2.601], [-2.017, 2.455, -4.426], [-1.050, 0.259, -5.088], [-0.663, -1.458, -3.324], [-3.782, -0.098, 4.235], [0.853, 2.461, -1.120], [1.215, 1.345, -0.808], [0.622, 0.570, 0.032], [2.520, 0.854, -1.435], [3.456, 1.799, -1.777], [4.665, 1.387, -2.312], [4.996, 0.039, -2.539], [4.087, -0.917, -2.234], [2.771, -0.572, -1.692], [1.877, -1.398, -1.478], [4.479, -2.323, -2.492], [5.592, -2.500, -2.937], [3.673, -3.188, -2.240], [5.676, 2.410, -2.656], [6.708, 2.013, -3.151], [5.392, 3.562, -2.418], [3.252, 2.850, -1.626], [5.957, -0.228, -2.956], [1.041, -1.142, 3.521], [0.375, -0.616, 2.367], [0.651, -0.685, 4.430], [2.117, -0.982, 3.460], [0.845, -2.212, 3.544], [0.625, 0.304, 2.214]], "lowdin_charge": [1.52, 0.88, -0.66, -0.09, 0.05, -0.35, -0.10, -0.09, -0.04, 0.05, -0.20, 0.01, -0.04, 0.00, -0.14, 0.03, -0.02, -0.10, 0.01, -0.18, -0.06, 0.12, 0.14, 0.14, 0.12, 0.12, 0.13, 0.13, 0.12, 0.12, 0.12, 0.11, -0.56, -0.21, 0.03, 0.08, -0.05, 0.10, 0.00, -0.25, -0.05, -0.34, 0.10, 0.12, -0.34, 0.11, 0.11, 0.14, 0.14, -0.08, -0.25, 0.09, 0.09, 0.09, 0.09]}

=====

3.
{"formula": "C43H29BaF3N3PSe4", "method": "the ωB97M-V functional and the def2-TZVPD basis", "e_homo_ev": -1.1, "charge": -2, "energy_ev": -329051.7925, "e_above_lowest_kcal_mol": 32.7, "symbols": ["Ba", "C", "C", "C", "C", "C", "C", "P", "C", "C", "C", "C", "C", "C", "C", "C", "C", "C", "C", "C", "C", "C", "C", "C", "H", "H", "H", "H", "H", "H", "H", "H", "H", "H", "H", "H", "H", "H", "H", "H", "Se", "Se", "Se", "Se", "N", "C", "C", "C", "C", "C", "C", "N", "C", "C", "C", "C", "N", "C", "C", "H", "H", "H", "H", "H", "H", "H", "H", "H", "F", "C", "F", "F", "C", "C", "C", "C", "C", "C", "C", "C", "H", "H", "H", "H"], "coordinates": [[12.515, 15.826, 17.187], [17.282, 15.448, 22.893], [17.009, 14.591, 21.846], [16.368, 15.026, 20.708], [16.003, 16.385, 20.574], [16.119, 17.190, 21.699], [16.809, 16.722, 22.819], [15.245, 16.731, 18.963], [14.315, 18.199, 19.077], [13.619, 18.431, 20.270], [13.171, 19.725, 20.558], [13.161, 20.724, 19.544], [13.705, 20.419, 18.249], [14.173, 19.146, 17.998], [16.524, 17.249, 17.875], [17.641, 17.929, 18.313], [18.808, 17.980, 17.548], [18.862, 17.408, 16.290], [17.695, 16.900, 15.776], [17.786, 16.181, 14.601], [16.769, 15.358, 14.207], [15.527, 15.466, 14.800], [15.316, 16.128, 16.022], [16.442, 16.772, 16.566], [17.910, 15.128, 23.707], [17.351, 13.526, 22.017], [16.282, 14.414, 19.819], [15.816, 18.209, 21.644], [17.001, 17.451, 23.610], [13.512, 17.636, 21.034], [12.691, 19.983, 21.512], [12.887, 21.742, 19.794], [13.698, 21.193, 17.485], [14.372, 18.841, 16.949], [17.617, 18.578, 19.164], [19.692, 18.479, 17.972], [19.824, 17.182, 15.797], [18.654, 16.293, 13.992], [16.879, 14.711, 13.314], [14.646, 14.966, 14.320], [9.174, 18.388, 20.011], [9.304, 16.053, 19.299], [11.038, 15.929, 20.913], [11.993, 14.106, 19.904], [8.682, 20.669, 12.385], [8.454, 21.709, 11.428], [7.378, 22.605, 11.319], [7.406, 23.360, 10.157], [8.516, 23.349, 9.314], [9.598, 22.505, 9.496], [9.544, 21.608, 10.553], [10.399, 20.598, 10.983], [9.876, 20.081, 12.071], [10.412, 19.000, 12.909], [11.719, 18.430, 12.812], [12.101, 17.554, 13.834], [11.306, 17.145, 14.841], [10.095, 17.682, 14.934], [9.543, 18.479, 13.974], [8.051, 20.446, 13.139], [6.477, 22.512, 11.886], [6.633, 24.117, 10.094], [8.580, 23.890, 8.401], [10.379, 22.572, 8.742], [12.440, 18.713, 12.067], [13.156, 17.240, 13.858], [9.489, 17.486, 15.784], [8.491, 18.741, 14.179], [14.164, 8.731, 10.072], [14.161, 8.457, 11.454], [13.231, 7.436, 11.663], [15.316, 7.858, 11.786], [13.816, 9.679, 12.297], [12.509, 10.199, 12.139], [12.087, 11.301, 12.798], [13.036, 11.961, 13.663], [14.393, 11.585, 13.701], [14.723, 10.313, 13.161], [12.649, 12.915, 14.632], [12.280, 13.923, 15.262], [11.851, 9.505, 11.585], [11.032, 11.614, 12.770], [15.087, 12.247, 14.273], [15.745, 9.949, 13.301]], "lowdin_charge": [1.24, -0.13, -0.10, -0.09, -0.33, -0.08, -0.11, 0.99, -0.42, -0.15, -0.08, -0.08, -0.10, -0.10, -0.37, -0.09, -0.10, -0.08, -0.19, -0.10, -0.13, -0.19, -0.20, -0.25, 0.09, 0.12, 0.10, 0.09, 0.10, 0.08, 0.10, 0.08, 0.09, 0.10, 0.10, 0.09, 0.11, 0.09, 0.10, 0.06, -0.44, -0.31, -0.29, -0.41, 0.15, -0.16, -0.02, -0.11, -0.11, -0.02, -0.23, 0.16, -0.29, -0.09, 0.02, -0.11, -0.02, -0.15, 0.00, 0.14, 0.10, 0.09, 0.08, 0.11, 0.11, 0.11, 0.10, 0.11, 0.07, -0.49, 0.06, 0.12, -0.15, -0.06, -0.03, -0.27, -0.02, -0.02, -0.25, -0.24, 0.12, 0.12, 0.12, 0.11]}

=====

4.
{"formula": "C19H24N2O3S2", "method": "the ωB97M-V functional and the def2-TZVPD basis", "e_homo_ev": -9.1, "smiles": "O=C(NCc1ccccc1)[C@H]1CC[C@H](CNS(=O)(=O)c2cccs2)CC1", "energy_ev": -50886.2218, "e_above_lowest_kcal_mol": 19.8, "symbols": ["O", "C", "N", "C", "C", "C", "C", "C", "C", "C", "C", "C", "C", "C", "C", "N", "S", "O", "O", "C", "C", "C", "C", "S", "C", "C", "H", "H", "H", "H", "H", "H", "H", "H", "H", "H", "H", "H", "H", "H", "H", "H", "H", "H", "H", "H", "H", "H", "H", "H"], "coordinates": [[-1.067, 2.087, 3.567], [-0.889, 2.692, 2.532], [-0.454, 3.974, 2.499], [0.016, 4.666, 3.682], [1.517, 4.805, 3.669], [2.307, 3.664, 3.587], [3.685, 3.768, 3.545], [4.288, 5.015, 3.586], [3.508, 6.155, 3.670], [2.128, 6.050, 3.706], [-1.113, 2.089, 1.150], [-2.103, 0.928, 1.222], [-2.268, 0.267, -0.142], [-0.924, -0.230, -0.677], [-1.069, -0.883, -2.057], [-1.829, -2.115, -2.058], [-1.066, -3.490, -1.497], [-2.064, -4.312, -0.884], [0.129, -3.164, -0.775], [-0.594, -4.237, -3.027], [-1.194, -5.274, -3.671], [-0.560, -5.582, -4.894], [0.500, -4.769, -5.147], [0.750, -3.615, -3.895], [0.063, 0.936, -0.750], [0.235, 1.583, 0.620], [-0.240, 4.399, 1.610], [-0.303, 4.056, 4.532], [-0.462, 5.649, 3.745], [1.832, 2.694, 3.563], [4.290, 2.876, 3.482], [5.365, 5.097, 3.555], [3.974, 7.128, 3.704], [1.521, 6.943, 3.771], [-1.499, 2.862, 0.476], [-1.735, 0.202, 1.948], [-3.067, 1.293, 1.580], [-2.968, -0.567, -0.049], [-2.693, 0.986, -0.849], [-0.524, -0.988, 0.004], [-1.547, -0.192, -2.759], [-0.080, -1.140, -2.441], [-2.748, -2.034, -1.653], [-2.046, -5.787, -3.266], [-0.878, -6.372, -5.550], [1.154, -4.780, -5.996], [-0.305, 1.678, -1.463], [1.030, 0.576, -1.106], [0.634, 0.847, 1.320], [0.950, 2.408, 0.555]], "lowdin_charge": [0.07, -0.48, 0.07, -0.13, -0.21, -0.04, -0.08, -0.09, -0.09, -0.05, -0.24, -0.15, -0.15, -0.32, -0.22, -0.13, 0.59, -0.28, -0.29, -0.62, -0.14, -0.17, -0.39, 1.04, -0.15, -0.15, 0.15, 0.13, 0.12, 0.11, 0.10, 0.10, 0.10, 0.11, 0.15, 0.13, 0.12, 0.11, 0.12, 0.14, 0.13, 0.10, 0.10, 0.12, 0.10, 0.06, 0.12, 0.12, 0.13, 0.11]}

=====

5.
{"formula": "C5H12NO", "method": "the ωB97M-V functional and the def2-TZVPD basis", "e_homo_ev": -12.8, "charge": 1, "energy_ev": -8909.1209, "e_above_lowest_kcal_mol": 34.8, "symbols": ["C", "C", "C", "N", "H", "H", "H", "H", "H", "H", "H", "H", "C", "C", "O", "H", "H", "H", "H"], "coordinates": [[-0.314, -0.077, -2.902], [-0.092, 0.276, -1.439], [1.062, -1.183, 0.142], [1.066, -0.488, -0.919], [0.550, 0.080, -3.543], [-0.564, -1.141, -2.926], [-1.174, 0.457, -3.297], [0.091, 1.330, -1.235], [-0.950, -0.042, -0.849], [1.858, -1.873, 0.394], [0.184, -1.119, 0.775], [1.904, -0.451, -1.481], [0.483, 0.526, 2.750], [-0.761, 0.802, 2.375], [-1.645, -0.105, 1.882], [1.114, 1.369, 2.990], [0.852, -0.467, 2.969], [-1.156, 1.809, 2.489], [-2.508, 0.297, 1.824]], "lowdin_charge": [-0.05, -0.18, 0.18, 0.06, 0.09, 0.09, 0.09, 0.14, 0.12, 0.13, 0.08, 0.18, 0.00, -0.27, 0.00, 0.06, 0.07, 0.12, 0.11]}

=====

6.
{"formula": "C3H3FO2", "method": "the ωB97M-V functional and the def2-TZVPD basis", "e_homo_ev": -10.4, "smiles": "CC(=O)C(=O)F", "energy_ev": -9971.4808, "e_above_lowest_kcal_mol": 1.8, "symbols": ["C", "C", "O", "C", "O", "F", "H", "H", "H"], "coordinates": [[-0.719, -0.375, -0.847], [-0.152, -0.315, 0.521], [-0.402, -1.042, 1.436], [1.009, 0.786, 0.667], [1.550, 1.222, -0.262], [1.381, 1.068, 1.880], [-0.061, 0.218, -1.538], [-1.771, -0.167, -0.800], [-0.836, -1.395, -1.057]], "lowdin_charge": [0.00, -0.34, 0.14, -0.43, 0.19, 0.17, 0.11, 0.10, 0.08]}